--- A ---
Entry from the OMol25 dataset: a structure of composition C49H40ClF12N5O7P2Zr (ωB97M-V/def2-TZVPD).

- HOMO level (Ha) = -0.26188
- HOMO-LUMO gap (Eh) = 0.2665
- charge = 0

Positions of all 117 atoms, in Å:
1 Zr -1.13 0.01 -0.44
2 C 0.87 -5.24 -4.84
3 C 0.78 -4.00 -4.00
4 C 1.13 -2.75 -4.50
5 C 1.02 -1.62 -3.72
6 C 0.58 -1.66 -2.39
7 N 0.54 -0.42 -1.69
8 C 1.65 0.42 -1.92
9 C 2.93 -0.15 -1.97
10 C 4.06 0.59 -2.20
11 C 3.98 1.97 -2.41
12 C 5.21 2.79 -2.68
13 C 2.73 2.55 -2.32
14 C 1.57 1.81 -2.06
15 C 0.21 2.49 -1.88
16 O -0.47 1.88 -0.84
17 C 0.30 3.98 -1.46
18 F -0.90 4.45 -1.11
19 F 0.77 4.80 -2.41
20 F 1.11 4.13 -0.39
21 C -0.60 2.42 -3.21
22 F -0.70 1.16 -3.66
23 F 0.00 3.14 -4.18
24 F -1.85 2.89 -3.05
25 C 0.17 -2.91 -1.89
26 C 0.29 -4.04 -2.71
27 C -0.50 -3.07 -0.53
28 O -0.67 -1.89 0.14
29 C 0.34 -3.97 0.42
30 F -0.36 -4.29 1.54
31 F 0.74 -5.13 -0.10
32 F 1.43 -3.32 0.82
33 C -1.92 -3.71 -0.72
34 F -2.68 -3.58 0.38
35 F -1.87 -5.02 -1.00
36 F -2.57 -3.09 -1.71
37 H 1.42 -5.06 -5.76
38 H -0.12 -5.61 -5.11
39 H 1.38 -6.04 -4.30
40 H 1.48 -2.65 -5.52
41 H 1.29 -0.66 -4.14
42 H 3.02 -1.22 -1.82
43 H 5.03 0.10 -2.22
44 H 5.63 2.56 -3.66
45 H 5.98 2.60 -1.93
46 H 4.98 3.86 -2.66
47 H 2.66 3.62 -2.46
48 H -0.02 -5.00 -2.33
49 N 1.50 0.45 2.80
50 P -0.05 1.02 2.34
51 C -1.02 0.71 3.87
52 C -2.15 1.50 4.10
53 C -2.96 1.27 5.20
54 C -2.67 0.25 6.09
55 C -1.55 -0.54 5.87
56 C -0.74 -0.32 4.76
57 C 0.10 2.83 2.48
58 C -0.80 3.61 1.76
59 C -0.77 5.00 1.90
60 C 0.16 5.59 2.73
61 C 1.08 4.81 3.43
62 C 1.05 3.43 3.31
63 P 2.54 -0.13 1.51
64 C 3.51 -1.37 2.45
65 C 4.05 -2.44 1.75
66 C 4.85 -3.38 2.39
67 C 5.09 -3.26 3.75
68 C 4.56 -2.20 4.46
69 C 3.78 -1.25 3.82
70 C 3.78 1.22 1.44
71 C 5.14 1.06 1.69
72 C 6.01 2.13 1.54
73 C 5.53 3.37 1.14
74 C 4.18 3.53 0.89
75 C 3.32 2.46 1.02
76 H 1.50 -0.17 3.60
77 H -2.38 2.32 3.43
78 H -3.82 1.91 5.37
79 H -3.30 0.07 6.95
80 H -1.31 -1.35 6.55
81 H 0.10 -0.99 4.61
82 H -1.49 3.15 1.07
83 H -1.47 5.60 1.33
84 H 0.19 6.67 2.83
85 H 1.82 5.28 4.06
86 H 1.77 2.81 3.83
87 H 3.84 -2.54 0.69
88 H 5.26 -4.20 1.83
89 H 5.71 -4.00 4.25
90 H 4.77 -2.10 5.52
91 H 3.41 -0.39 4.37
92 H 5.54 0.10 2.01
93 H 7.07 2.00 1.73
94 H 6.21 4.21 1.03
95 H 3.79 4.49 0.56
96 H 2.27 2.58 0.79
97 C -5.42 1.36 1.52
98 N -4.74 0.15 1.99
99 C -5.34 -0.73 2.82
100 C -4.71 -1.84 3.25
101 C -3.38 -2.04 2.79
102 N -2.78 -1.15 2.02
103 C -3.43 -0.06 1.61
104 O -2.90 0.76 0.82
105 N -2.68 -3.13 3.11
106 H -6.49 1.23 1.68
107 H -5.22 1.49 0.46
108 H -5.06 2.23 2.06
109 H -6.36 -0.49 3.10
110 H -5.21 -2.55 3.90
111 H -3.14 -3.91 3.55
112 H -1.84 -3.31 2.58
113 O -4.51 1.44 -1.74
114 Cl -4.14 0.09 -2.01
115 O -4.64 -0.80 -1.01
116 O -4.47 -0.31 -3.32
117 O -2.62 0.02 -1.93

--- B ---
Entry from the OMol25 dataset: a structure of composition C49H40ClF12N5O7P2Zr (ωB97M-V/def2-TZVPD).

- HOMO level (Ha) = -0.26526
- HOMO-LUMO gap (Eh) = 0.2814
- charge = 0

Positions of all 117 atoms, in Å:
1 Zr -0.56 -0.26 0.01
2 C -4.89 3.49 3.24
3 C -4.31 2.41 2.35
4 C -4.61 2.34 1.00
5 C -4.07 1.34 0.22
6 C -3.23 0.36 0.75
7 N -2.61 -0.59 -0.11
8 C -3.37 -1.61 -0.70
9 C -4.77 -1.51 -0.74
10 C -5.57 -2.46 -1.34
11 C -5.02 -3.58 -1.94
12 C -5.86 -4.64 -2.60
13 C -3.64 -3.72 -1.87
14 C -2.80 -2.78 -1.26
15 C -1.31 -3.14 -1.13
16 O -0.51 -2.10 -0.77
17 C -0.75 -3.71 -2.48
18 F 0.58 -3.66 -2.53
19 F -1.09 -5.00 -2.70
20 F -1.21 -3.00 -3.53
21 C -1.10 -4.25 -0.05
22 F 0.15 -4.76 -0.13
23 F -1.24 -3.75 1.17
24 F -1.95 -5.28 -0.17
25 C -2.90 0.45 2.11
26 C -3.46 1.46 2.88
27 C -1.94 -0.59 2.73
28 O -0.90 -0.94 1.89
29 C -2.79 -1.84 3.10
30 F -2.07 -2.79 3.71
31 F -3.81 -1.52 3.92
32 F -3.34 -2.39 2.01
33 C -1.26 -0.08 4.05
34 F -0.25 -0.87 4.39
35 F -0.77 1.16 3.88
36 F -2.09 -0.02 5.11
37 H -5.47 4.21 2.65
38 H -4.11 4.03 3.76
39 H -5.55 3.06 3.99
40 H -5.26 3.08 0.55
41 H -4.30 1.30 -0.84
42 H -5.25 -0.67 -0.26
43 H -6.64 -2.32 -1.34
44 H -6.86 -4.26 -2.82
45 H -5.98 -5.51 -1.95
46 H -5.41 -4.99 -3.53
47 H -3.21 -4.61 -2.28
48 H -3.23 1.52 3.94
49 N 2.94 1.18 0.81
50 P 2.47 0.12 -0.49
51 C 3.58 0.81 -1.78
52 C 4.30 -0.03 -2.62
53 C 5.16 0.50 -3.57
54 C 5.31 1.87 -3.70
55 C 4.59 2.71 -2.86
56 C 3.74 2.19 -1.90
57 C 3.38 -1.40 -0.01
58 C 2.70 -2.61 -0.01
59 C 3.34 -3.77 0.41
60 C 4.66 -3.72 0.82
61 C 5.35 -2.51 0.82
62 C 4.72 -1.36 0.40
63 P 1.77 1.86 1.75
64 C 2.23 1.47 3.44
65 C 2.60 0.15 3.72
66 C 2.91 -0.20 5.02
67 C 2.84 0.74 6.04
68 C 2.48 2.05 5.76
69 C 2.17 2.42 4.45
70 C 1.76 3.64 1.60
71 C 2.92 4.35 1.29
72 C 2.87 5.73 1.18
73 C 1.66 6.40 1.37
74 C 0.51 5.69 1.68
75 C 0.56 4.31 1.80
76 H 3.90 1.23 1.12
77 H 4.19 -1.10 -2.54
78 H 5.72 -0.17 -4.22
79 H 5.97 2.28 -4.44
80 H 4.70 3.79 -2.95
81 H 3.18 2.85 -1.26
82 H 1.67 -2.64 -0.35
83 H 2.80 -4.71 0.41
84 H 5.17 -4.62 1.15
85 H 6.39 -2.47 1.14
86 H 5.27 -0.42 0.37
87 H 2.64 -0.58 2.93
88 H 3.19 -1.23 5.25
89 H 3.08 0.46 7.05
90 H 2.43 2.78 6.55
91 H 1.88 3.44 4.23
92 H 3.85 3.83 1.12
93 H 3.76 6.28 0.93
94 H 1.63 7.48 1.27
95 H -0.43 6.21 1.83
96 H -0.34 3.75 2.02
97 C 2.00 -1.57 -5.14
98 N 0.78 -0.95 -4.63
99 C -0.23 -0.60 -5.45
100 C -1.36 -0.05 -4.96
101 C -1.43 0.15 -3.55
102 N -0.43 -0.17 -2.73
103 C 0.69 -0.74 -3.25
104 O 1.65 -1.11 -2.57
105 N -2.56 0.65 -3.03
106 H 1.81 -1.90 -6.16
107 H 2.25 -2.43 -4.52
108 H 2.83 -0.86 -5.12
109 H -0.09 -0.80 -6.50
110 H -2.18 0.22 -5.61
111 H -3.23 1.05 -3.66
112 H -2.52 0.98 -2.08
113 O -1.09 3.38 -2.46
114 Cl -0.52 3.02 -1.17
115 O 0.89 2.67 -1.33
116 O -1.25 1.72 -0.78
117 O 0.43 1.32 1.34

Computed stability ranking, most favorable first: B, A

--- A ---
Entry from the OMol25 dataset: an isolated molecule of C9H14OS (ωB97M-V/def2-TZVPD).

- SMILES = COc1sccc1C(C)(C)C
- HOMO level (Ha) = -0.29525
- HOMO-LUMO gap (Eh) = 0.3227
- charge = 0

Positions of all 25 atoms, in Å:
1 C 1.66 0.27 -3.07
2 O 0.75 0.35 -1.96
3 C 1.23 -0.20 -0.79
4 S 2.86 -0.84 -0.48
5 C 2.48 -1.18 1.14
6 C 1.18 -0.83 1.49
7 C 0.43 -0.28 0.34
8 C -0.99 0.18 0.56
9 C -1.00 1.13 1.79
10 C -1.64 0.98 -0.57
11 C -1.85 -1.10 0.84
12 H 2.13 -0.74 -3.16
13 H 1.14 0.48 -3.99
14 H 2.46 1.00 -2.97
15 H 3.21 -1.60 1.85
16 H 0.73 -1.08 2.45
17 H -2.00 1.60 1.88
18 H -0.24 1.96 1.75
19 H -0.86 0.63 2.77
20 H -1.63 0.47 -1.52
21 H -2.70 1.13 -0.37
22 H -1.17 1.95 -0.69
23 H -1.50 -1.66 1.70
24 H -1.83 -1.77 -0.03
25 H -2.87 -0.85 1.04

--- B ---
Entry from the OMol25 dataset: an isolated molecule of C9H14OS (ωB97M-V/def2-TZVPD).

- SMILES = C=C1C(C)=C(C)S[C@]1(C)OC
- HOMO level (Ha) = -0.28303
- HOMO-LUMO gap (Eh) = 0.3134
- charge = 0

Positions of all 25 atoms, in Å:
1 C 1.30 1.71 -0.33
2 C 0.58 0.60 -0.09
3 C 0.76 -0.76 -0.60
4 C 2.07 -1.27 -1.28
5 C -0.28 -1.54 -0.25
6 C -0.47 -3.07 -0.22
7 S -1.57 -0.81 0.68
8 C -0.66 0.78 0.86
9 C -0.35 1.03 2.37
10 O -1.57 1.85 0.59
11 C -1.88 2.10 -0.76
12 H 1.10 2.70 0.24
13 H 2.04 1.67 -1.02
14 H 2.76 -0.53 -1.18
15 H 1.86 -1.65 -2.28
16 H 2.51 -2.14 -0.72
17 H -1.34 -3.31 0.30
18 H 0.49 -3.44 0.19
19 H -0.51 -3.51 -1.32
20 H -1.30 1.30 2.72
21 H 0.30 1.85 2.38
22 H 0.03 0.14 2.77
23 H -2.33 3.05 -0.63
24 H -2.53 1.19 -1.02
25 H -1.01 2.07 -1.37

Computed stability ranking, most favorable first: A, B

--- A ---
Entry from the OMol25 dataset: an isolated molecule of C3H5F2NO2 (ωB97M-V/def2-TZVPD).

- SMILES = O=N[C@@H](CO)C(F)F
- HOMO level (Ha) = -0.34584
- HOMO-LUMO gap (Eh) = 0.3278
- charge = 0

Positions of all 13 atoms, in Å:
1 O 3.34 0.74 -0.67
2 N 2.29 0.28 -1.02
3 C 1.09 0.48 -0.17
4 C -0.13 0.46 -1.05
5 O -1.28 0.14 -0.25
6 C 1.09 -0.75 1.02
7 F 2.21 -0.85 1.73
8 F 0.67 -2.03 0.62
9 H 1.25 1.31 0.51
10 H -0.37 1.32 -1.50
11 H -0.14 -0.31 -1.81
12 H -1.16 -0.80 -0.17
13 H 0.23 -0.33 1.72

--- B ---
Entry from the OMol25 dataset: a cluster of 2 separate species, C3H5F2NO2 in total (ωB97M-V/def2-TZVPD).

- SMILES = [O-][N+]#CCO.FCF
- HOMO level (Ha) = -0.36316
- HOMO-LUMO gap (Eh) = 0.3846
- charge = 0

Positions of all 13 atoms, in Å:
1 O -1.17 2.31 -0.10
2 N -1.06 1.11 -0.09
3 C -0.99 -0.04 -0.02
4 C -1.06 -1.48 0.01
5 O -2.44 -2.00 0.31
6 H -0.92 -1.93 -1.05
7 H -0.51 -1.92 0.84
8 H -2.97 -1.63 -0.35
9 F 1.79 0.70 -1.14
10 C 2.23 1.14 0.08
11 F 2.07 0.17 1.02
12 H 1.67 2.18 0.47
13 H 3.35 1.38 0.01

Computed stability ranking, most favorable first: A, B

--- A ---
Entry from the OMol25 dataset: a cluster of 2 separate species, C2H8N3O2 in total (ωB97M-V/def2-TZVPD).

- HOMO level (Ha) = -0.50961
- HOMO-LUMO gap (Eh) = 0.3539
- charge = +1

Positions of all 15 atoms, in Å:
1 C 1.49 1.23 -0.16
2 C -1.25 -0.95 -0.36
3 N 2.06 -0.99 -0.17
4 N 1.12 -0.18 -0.20
5 N -1.94 -0.03 0.31
6 O 3.23 -0.86 0.05
7 O -0.94 -2.07 0.11
8 H 1.03 1.71 0.80
9 H 2.56 1.14 -0.24
10 H 1.20 1.70 -1.21
11 H -1.32 -0.85 -1.45
12 H 1.71 -2.01 -0.38
13 H -2.35 -0.18 1.18
14 H -2.12 0.92 -0.11
15 H -0.82 -2.25 1.01

--- B ---
Entry from the OMol25 dataset: the ion C2H8N3O2 with charge +1 (ωB97M-V/def2-TZVPD).

- SMILES = CCNN(O)[NH+]=O
- HOMO level (alpha / beta) (Ha) = -0.52523 / -0.51527
- HOMO-LUMO gap (alpha / beta) (Eh) = 0.3204 / 0.3173
- charge = +1

Positions of all 15 atoms, in Å:
1 C 2.01 -0.46 -1.14
2 C 1.10 0.18 -0.08
3 N -0.26 -0.13 -0.34
4 N -1.13 0.16 0.60
5 O -0.69 1.01 1.58
6 N -2.40 -0.16 0.56
7 O -3.18 0.41 1.38
8 H 2.69 0.20 -1.67
9 H 2.60 -1.18 -0.53
10 H 1.39 -0.88 -1.87
11 H 1.47 -0.41 0.78
12 H 1.13 1.28 0.07
13 H -0.44 -0.45 -1.30
14 H -1.42 1.17 2.20
15 H -2.87 -0.73 -0.22

--- C ---
Entry from the OMol25 dataset: a cluster of 2 separate species, C2H8N3O2 in total (ωB97M-V/def2-TZVPD).

- HOMO level (Ha) = -0.48408
- HOMO-LUMO gap (Eh) = 0.3464
- charge = +1

Positions of all 15 atoms, in Å:
1 C -0.04 0.76 1.42
2 C 0.64 -0.60 -1.49
3 N -0.61 1.59 2.27
4 N -0.65 0.38 0.36
5 N -0.41 -0.73 -2.26
6 O 1.19 0.41 1.60
7 O 1.35 -1.53 -1.02
8 H 0.89 0.41 -1.31
9 H -1.57 1.66 2.17
10 H -0.33 1.86 3.18
11 H -1.60 0.51 0.39
12 H -0.64 -1.71 -2.39
13 H 1.51 -0.37 1.15
14 H -0.68 -0.22 -3.07
15 H 0.95 -2.42 -0.99

Computed stability ranking, most favorable first: C, A, B

--- A ---
Entry from the OMol25 dataset: a cluster of 2 separate species, C2H3NOS3 in total (ωB97M-V/def2-TZVPD).

- HOMO level (alpha / beta) (Ha) = -0.29758 / -0.32930
- HOMO-LUMO gap (alpha / beta) (Eh) = 0.2615 / 0.2733
- charge = 0

Positions of all 10 atoms, in Å:
1 C -0.81 0.53 0.14
2 C 0.43 0.01 -0.30
3 N 0.37 -1.35 -0.62
4 O -0.83 -1.92 -0.06
5 S -1.19 2.16 0.39
6 S -1.95 -0.73 0.10
7 S 1.62 1.18 -0.79
8 H 0.36 -0.36 1.67
9 H 1.25 -1.76 -0.41
10 H 0.75 2.24 -0.14

--- B ---
Entry from the OMol25 dataset: a structure of composition C2H3NOS3 (ωB97M-V/def2-TZVPD).

- HOMO level (Ha) = -0.33966
- HOMO-LUMO gap (Eh) = 0.3259
- charge = 0

Positions of all 10 atoms, in Å:
1 C 1.54 -0.42 -0.22
2 C 0.06 -0.08 -0.21
3 N 2.26 0.24 -1.05
4 O 3.69 -1.58 -0.06
5 S 2.26 -1.62 0.73
6 S 4.34 1.43 0.51
7 S 3.94 0.08 -0.76
8 H -0.27 0.55 -1.05
9 H -0.03 0.72 0.72
10 H -0.76 -0.78 -0.15

Computed stability ranking, most favorable first: B, A

--- A ---
Entry from the OMol25 dataset: the ion C12H22N3 with charge +1 (ωB97M-V/def2-TZVPD).

- SMILES = C[n+]1cc[nH]c1[C@]1(C(C)(C)C)CCCN1
- HOMO level (Ha) = -0.46770
- HOMO-LUMO gap (Eh) = 0.3834
- charge = +1

Positions of all 37 atoms, in Å:
1 C 1.78 2.27 -1.14
2 N 0.44 2.28 -0.59
3 C -0.16 3.48 -0.47
4 C -1.51 3.16 -0.31
5 N -1.58 1.84 -0.11
6 C -0.36 1.31 -0.24
7 C -0.23 -0.43 -0.15
8 C 0.38 -0.87 1.26
9 C -0.37 -0.21 2.38
10 C 1.96 -0.43 1.50
11 C 0.41 -2.42 1.35
12 C 0.57 -0.93 -1.43
13 C -0.34 -2.12 -1.76
14 C -1.71 -1.56 -1.62
15 N -1.57 -0.74 -0.40
16 H 2.15 1.19 -1.17
17 H 1.61 2.67 -2.27
18 H 2.46 2.90 -0.54
19 H 0.12 4.47 -0.47
20 H -2.36 3.81 -0.03
21 H -2.51 1.26 0.11
22 H -0.37 0.90 2.47
23 H -0.03 -0.81 3.30
24 H -1.49 -0.51 2.43
25 H 2.43 -0.91 0.69
26 H 1.75 0.71 1.50
27 H 2.31 -0.83 2.45
28 H 0.46 -2.57 2.43
29 H 1.17 -2.86 0.70
30 H -0.46 -2.91 0.85
31 H 1.61 -1.24 -1.26
32 H 0.49 -0.10 -2.29
33 H -0.24 -2.55 -2.74
34 H -0.23 -2.92 -1.09
35 H -1.94 -0.91 -2.42
36 H -2.58 -2.12 -1.35
37 H -2.04 -1.31 0.42

--- B ---
Entry from the OMol25 dataset: the ion C12H22N3 with charge +1 (ωB97M-V/def2-TZVPD).

- HOMO level (alpha / beta) (Ha) = -0.38807 / -0.42233
- HOMO-LUMO gap (alpha / beta) (Eh) = 0.2368 / 0.2750
- charge = +1

Positions of all 37 atoms, in Å:
1 C 2.10 -2.56 0.66
2 C 0.20 -0.64 3.84
3 C -1.48 2.37 1.70
4 C 1.67 -1.34 0.54
5 C 0.34 -1.21 2.65
6 C -0.91 1.16 1.74
7 C -1.18 -0.51 -2.52
8 C 0.96 1.67 0.34
9 C -1.24 -1.52 -0.20
10 C -0.10 0.52 -2.98
11 C 0.21 1.80 -1.00
12 C 0.63 -0.62 1.35
13 N -0.49 -1.36 -1.49
14 N 0.32 0.79 1.19
15 N 0.79 0.89 -1.96
16 H 2.93 -2.98 -0.01
17 H 1.82 -3.27 1.49
18 H 0.21 -1.13 4.73
19 H 0.22 0.49 3.74
20 H -2.41 2.57 2.24
21 H -1.01 3.13 1.08
22 H 2.02 -0.61 -0.18
23 H 0.52 -2.24 2.64
24 H -1.51 0.38 2.29
25 H -2.18 -0.05 -2.17
26 H -1.43 -1.24 -3.37
27 H 2.06 1.46 0.22
28 H 0.89 2.73 0.91
29 H -1.70 -2.52 -0.05
30 H -2.01 -0.82 -0.10
31 H 0.53 0.00 -3.57
32 H -0.68 1.37 -3.50
33 H -0.77 1.49 -0.59
34 H 0.15 2.79 -1.57
35 H -0.25 -2.32 -1.61
36 H 0.34 -0.84 -1.22
37 H 1.67 1.28 -2.26

Computed stability ranking, most favorable first: A, B